{"formula": "C21H23CrF2I2N3O2Si", "method": "ωB97M-V/def2-TZVPD", "elements": ["Cr", "C", "C", "C", "C", "C", "C", "N", "N", "Si", "C", "C", "C", "H", "H", "H", "H", "H", "H", "H", "H", "H", "H", "H", "H", "H", "H", "H", "I", "C", "C", "C", "I", "C", "C", "C", "C", "N", "C", "C", "O", "H", "H", "H", "H", "F", "C", "F", "H", "C", "C", "O", "H", "H", "H"], "coordinates": [[-0.92, -0.17, 0.16], [-2.42, 0.92, 3.61], [-0.96, 0.68, 3.38], [-0.09, 0.75, 4.47], [1.26, 0.46, 4.31], [1.70, -0.02, 3.11], [0.82, -0.07, 2.01], [-0.52, 0.22, 2.18], [1.03, -0.48, 0.72], [2.68, -1.01, -0.01], [2.25, -1.42, -1.79], [3.21, -2.50, 0.97], [4.06, 0.21, 0.27], [-2.87, 0.11, 4.17], [-2.90, 1.04, 2.64], [-2.51, 1.87, 4.16], [-0.53, 1.09, 5.37], [1.98, 0.82, 5.05], [2.71, -0.34, 2.93], [1.38, -2.11, -1.78], [3.19, -1.78, -2.28], [1.94, -0.51, -2.34], [2.34, -2.79, 1.56], [3.97, -2.26, 1.76], [3.49, -3.38, 0.33], [4.03, 0.89, -0.61], [5.04, -0.28, 0.29], [3.82, 0.84, 1.14], [0.13, 4.94, -0.28], [-0.25, 3.55, -1.81], [-0.19, 3.83, -3.16], [-0.59, 2.93, -4.13], [-0.62, 3.79, -6.04], [-0.91, 1.55, -3.77], [-1.25, 0.54, -4.70], [-1.64, -0.70, -4.19], [-1.42, -0.98, -2.84], [-1.05, -0.05, -1.92], [-0.83, 1.21, -2.34], [-0.58, 2.23, -1.37], [-0.61, 1.90, -0.13], [0.13, 4.82, -3.45], [-1.26, 0.78, -5.76], [-2.11, -1.52, -4.69], [-1.65, -1.99, -2.51], [-3.77, -0.67, -0.98], [-3.10, -0.09, 0.09], [-3.57, 1.23, 0.08], [-3.61, -0.61, 0.95], [-1.54, -2.94, 1.60], [-1.14, -2.26, 0.33], [-0.86, -2.95, -0.61], [-1.10, -3.96, 1.59], [-2.62, -2.99, 1.73], [-1.20, -2.38, 2.54]], "lowdin_charge": [0.726, -0.020, -0.299, -0.073, -0.089, -0.043, -0.410, 0.054, -0.105, 0.471, -0.172, -0.199, -0.189, 0.082, 0.062, 0.088, 0.084, 0.107, 0.081, 0.029, 0.031, 0.029, 0.019, 0.037, 0.039, 0.029, 0.027, 0.027, 0.846, -0.635, -0.284, -0.673, 0.816, -0.158, -0.024, -0.037, -0.081, 0.053, -0.131, -0.422, -0.180, 0.058, 0.075, 0.097, 0.103, -0.080, -0.365, -0.088, 0.080, -0.084, -0.485, -0.040, 0.077, 0.058, 0.080], "s_squared": 3.82, "e_homo_ev": [-4.39, -4.26], "total_charge": -1, "multiplicity": 4}

{"formula": "C21H23F6N4O6S4W", "method": "ωB97M-V/def2-TZVPD", "elements": ["W", "C", "C", "C", "C", "C", "C", "C", "C", "C", "C", "H", "H", "H", "H", "H", "H", "H", "H", "H", "H", "H", "H", "H", "H", "H", "F", "C", "F", "F", "S", "O", "O", "N", "S", "O", "O", "C", "F", "F", "F", "N", "C", "C", "C", "C", "C", "C", "S", "O", "O", "N", "C", "S", "C", "C", "N", "H", "H", "H", "H", "H", "H", "H", "H"], "coordinates": [[-1.12, 0.03, 0.07], [-2.52, -1.33, -1.23], [-3.20, -0.93, -0.04], [-3.33, 0.49, -0.07], [-2.73, 0.96, -1.30], [-2.24, -0.17, -2.01], [-1.61, -0.15, -3.36], [-2.66, 2.37, -1.81], [-4.04, 1.31, 0.97], [-3.70, -1.82, 1.06], [-2.18, -2.72, -1.66], [-0.86, -0.93, -3.47], [-1.13, 0.81, -3.56], [-2.38, -0.30, -4.12], [-2.97, 3.09, -1.05], [-3.33, 2.48, -2.66], [-1.65, 2.61, -2.14], [-3.48, 1.37, 1.90], [-5.01, 0.86, 1.20], [-4.22, 2.32, 0.61], [-3.61, -1.34, 2.03], [-3.14, -2.76, 1.09], [-4.75, -2.07, 0.90], [-1.18, -2.76, -2.09], [-2.89, -3.05, -2.41], [-2.23, -3.42, -0.82], [0.16, -1.97, 5.20], [-0.68, -1.20, 4.53], [-1.72, -1.92, 4.13], [-1.10, -0.21, 5.30], [0.20, -0.49, 3.06], [-0.95, -0.12, 2.20], [0.99, 0.59, 3.54], [1.06, -1.65, 2.47], [0.80, -2.45, 1.16], [1.98, -2.68, 0.40], [-0.39, -1.96, 0.43], [0.20, -4.10, 1.72], [-0.91, -3.93, 2.44], [1.12, -4.69, 2.44], [-0.08, -4.83, 0.65], [7.37, 0.90, -1.38], [6.01, 0.85, -1.38], [5.26, 1.97, -1.79], [3.88, 1.91, -1.82], [3.23, 0.73, -1.45], [3.96, -0.39, -1.05], [5.33, -0.33, -1.02], [1.50, 0.66, -1.47], [1.04, -0.65, -1.86], [0.98, 1.82, -2.15], [0.98, 0.72, 0.11], [0.59, 1.97, 0.54], [1.43, 3.34, 1.10], [-0.09, 4.11, 1.41], [-1.12, 3.30, 1.11], [-0.72, 2.09, 0.59], [7.84, 1.77, -1.52], [7.90, 0.15, -0.98], [5.76, 2.88, -2.08], [3.30, 2.76, -2.15], [3.45, -1.30, -0.78], [5.90, -1.20, -0.72], [-0.13, 5.11, 1.79], [-2.17, 3.53, 1.23]], "lowdin_charge": [1.749, -0.269, -0.299, -0.300, -0.280, -0.268, 0.002, -0.009, -0.009, 0.002, 0.002, 0.079, 0.082, 0.111, 0.069, 0.105, 0.082, 0.085, 0.098, 0.080, 0.083, 0.078, 0.103, 0.094, 0.110, 0.077, 0.179, -0.681, 0.153, 0.179, 0.673, -0.409, -0.209, -0.255, 0.673, -0.209, -0.424, -0.682, 0.150, 0.186, 0.174, 0.133, -0.300, -0.015, -0.056, -0.310, -0.041, -0.006, 0.618, -0.298, -0.285, -0.230, -0.768, 1.152, -0.333, -0.178, -0.091, 0.106, 0.106, 0.117, 0.116, 0.095, 0.120, 0.082, 0.113], "e_homo_ev": -10.67, "total_charge": 1}

{"formula": "C21H23FN4O3", "method": "ωB97M-V/def2-TZVPD", "elements": ["C", "C", "H", "H", "O", "C", "O", "N", "C", "H", "C", "H", "H", "C", "C", "C", "C", "O", "N", "C", "N", "C", "C", "N", "H", "C", "H", "H", "H", "C", "C", "C", "C", "C", "C", "H", "H", "F", "H", "H", "H", "H", "C", "H", "C", "H", "H", "H", "H", "H", "H", "H"], "coordinates": [[-1.76, 2.94, -3.99], [-2.19, 2.79, -2.65], [-3.14, 3.27, -2.58], [-2.34, 1.65, -2.39], [-1.05, 3.25, -1.54], [-1.13, 2.47, -0.36], [-1.81, 1.44, -0.05], [-0.19, 3.04, 0.37], [0.66, 4.11, 0.03], [0.59, 4.94, 0.89], [1.93, 3.52, -0.34], [2.30, 3.56, -1.33], [2.88, 4.43, 0.38], [2.11, 2.22, 0.24], [1.63, 1.16, -0.54], [1.21, 1.28, -1.79], [0.61, 0.44, -2.52], [0.28, 0.29, -3.74], [0.24, -0.73, -1.97], [0.35, -0.87, -0.46], [1.22, 0.05, 0.18], [-0.26, -2.20, 0.00], [-0.79, -2.69, -1.21], [-0.68, -1.87, -2.16], [-0.68, -2.00, -3.33], [-1.51, -3.81, -1.36], [-1.95, -3.99, -0.21], [-2.29, -3.79, -2.21], [-0.98, -4.73, -1.48], [-0.07, -2.53, 1.35], [0.04, -4.02, 1.48], [0.22, -4.46, 2.89], [0.11, -3.52, 3.88], [0.18, -2.11, 3.80], [0.07, -1.69, 2.47], [-0.05, -0.72, 2.02], [0.33, -1.48, 4.47], [-0.06, -3.95, 5.25], [0.09, -5.53, 3.08], [-0.10, -4.82, 0.77], [1.52, 2.29, -2.39], [2.99, 1.89, 0.45], [1.57, 2.17, 1.83], [1.82, 1.31, 2.35], [0.11, 2.30, 1.64], [-0.26, 3.21, 2.44], [-0.48, 1.62, 1.71], [2.05, 3.21, 2.36], [0.23, 4.64, -0.94], [-1.45, 3.79, -4.06], [-2.42, 2.62, -4.76], [-0.78, 2.24, -4.23]], "lowdin_charge": [-0.107, -0.116, 0.105, 0.142, -0.062, -0.478, 0.039, -0.071, -0.202, 0.167, -0.160, 0.081, 0.218, -0.289, -0.234, -0.012, -0.507, -0.042, 0.118, 0.001, 0.174, -0.060, -0.416, 0.140, 0.278, -0.036, 0.169, 0.134, 0.084, -0.179, 0.046, -0.003, -0.200, 0.061, 0.007, 0.091, 0.029, -0.033, 0.110, 0.088, 0.201, 0.095, -0.052, 0.071, -0.125, 0.186, -0.004, 0.177, 0.169, -0.026, 0.094, 0.139], "e_homo_ev": -7.79, "relative_energy_kj_mol": 1190.91}

{"formula": "C21H23IN5O2S4SbW", "method": "ωB97M-V/def2-TZVPD", "elements": ["W", "C", "C", "C", "C", "N", "C", "C", "C", "C", "C", "C", "N", "H", "H", "H", "H", "H", "H", "H", "H", "S", "Sb", "S", "S", "S", "C", "C", "C", "C", "C", "N", "H", "H", "H", "H", "H", "H", "H", "H", "H", "C", "H", "H", "I", "C", "C", "C", "C", "C", "N", "H", "H", "H", "H", "O", "N", "O"], "coordinates": [[-0.93, -1.23, -0.68], [3.49, -0.68, 0.57], [3.99, 0.28, -0.27], [3.19, 0.75, -1.31], [1.90, 0.26, -1.44], [1.39, -0.66, -0.60], [2.20, -1.15, 0.35], [1.04, 0.64, -2.54], [1.45, 1.43, -3.62], [0.60, 1.63, -4.68], [-0.64, 1.02, -4.66], [-1.00, 0.28, -3.56], [-0.19, 0.11, -2.51], [4.07, -1.18, 1.34], [5.00, 0.65, -0.15], [3.58, 1.48, -2.00], [1.79, -1.92, 0.98], [2.45, 1.86, -3.62], [0.92, 2.22, -5.53], [-1.34, 1.13, -5.48], [-1.96, -0.20, -3.46], [4.69, -3.51, 1.85], [2.89, -4.99, 1.49], [1.56, -3.88, -0.64], [-0.17, -3.32, 0.38], [3.72, -6.88, 0.48], [-1.02, 0.51, 4.62], [-0.02, -0.52, 4.09], [-0.35, -1.93, 4.61], [1.43, -0.15, 4.45], [-0.12, -0.56, 2.64], [-0.19, -0.59, 1.50], [-0.96, 0.53, 5.71], [-2.03, 0.25, 4.32], [-0.79, 1.51, 4.25], [-0.32, -1.92, 5.70], [0.37, -2.66, 4.23], [-1.35, -2.23, 4.27], [1.53, -0.13, 5.54], [1.69, 0.84, 4.07], [2.13, -0.87, 4.05], [-1.44, 0.93, -0.16], [-0.47, 1.44, -0.12], [-1.87, 0.94, 0.84], [-3.01, -1.84, 1.25], [-3.67, 1.61, -0.79], [-4.44, 2.44, -1.66], [-3.91, 3.32, -2.57], [-2.52, 3.41, -2.68], [-1.76, 2.60, -1.88], [-2.33, 1.74, -1.00], [-5.52, 2.38, -1.56], [-4.54, 3.95, -3.18], [-2.03, 4.09, -3.36], [-0.68, 2.62, -1.90], [-0.87, -2.30, -2.39], [-2.08, -2.43, -1.79], [-2.57, -1.10, -1.78]], "lowdin_charge": [1.200, -0.074, -0.047, -0.019, -0.211, -0.006, -0.234, -0.205, -0.009, -0.063, -0.048, -0.104, 0.017, -0.021, 0.107, 0.094, -0.008, 0.099, 0.104, 0.107, 0.110, -0.457, 0.010, -0.151, -0.121, -0.541, -0.041, -0.574, -0.031, -0.033, -0.163, -0.009, 0.083, 0.083, 0.086, 0.086, 0.096, 0.067, 0.085, 0.086, 0.093, -0.295, 0.051, 0.007, 0.242, -0.035, -0.134, -0.112, -0.095, -0.109, -0.162, 0.069, 0.088, 0.094, 0.112, -0.377, -0.307, -0.478], "e_homo_ev": -0.50, "total_charge": -2, "relative_energy_kj_mol": 304.19}

no.,largest force on an atom (eV/A)
1,3.2
2,0.6
3,13.4
4,0.5